# C39H37BN11O3SZn

C39H37BN11O3SZn as an isolated structure (ωB97M-V/def2-TZVPD, OMol25).

Element x y z (Å)
Zn1 0.585 -0.035 0.277
C1 2.125 2.147 -2.102
C2 1.440 2.745 -0.920
C3 1.337 4.091 -0.523
C4 0.573 4.067 0.622
N1 0.252 2.785 0.893
N2 0.789 1.985 -0.055
B1 -0.726 2.248 1.982
N3 -0.059 1.217 2.909
C5 0.041 1.171 4.253
C6 0.578 -0.047 4.596
C7 0.780 -0.721 3.384
C8 1.360 -2.084 3.200
N4 0.380 0.047 2.375
N5 -1.873 1.455 1.229
C9 -3.147 1.503 1.458
C10 -3.867 0.658 0.464
C11 -2.660 0.132 -0.393
C12 -3.664 0.072 -2.813
N6 -1.478 0.638 0.250
N7 -1.311 3.452 2.697
C13 -2.213 4.315 2.160
C14 -2.227 5.449 2.928
C15 -1.261 5.210 3.932
C16 -0.823 6.112 5.038
N8 -0.714 4.018 3.775
H1 3.144 2.523 -2.195
H2 2.148 1.063 -2.005
H3 1.582 2.396 -3.016
H4 1.757 4.952 -1.013
H5 0.269 4.881 1.261
H6 -0.249 2.011 4.854
H7 0.796 -0.415 5.584
H8 1.692 -2.470 4.162
H9 0.622 -2.773 2.784
H10 2.207 -2.049 2.515
H11 -3.575 2.073 2.265
H12 -4.552 -0.065 0.909
H13 -4.212 0.695 -3.521
H14 -2.816 -0.376 -3.328
H15 -4.318 -0.733 -2.475
H16 -2.781 4.044 1.284
H17 -2.835 6.328 2.794
H18 -1.662 6.684 5.432
H19 -0.376 5.525 5.838
H20 -0.072 6.819 4.680
N9 8.283 -6.869 -1.094
C17 7.411 -6.134 -0.948
C18 6.332 -5.212 -0.770
C19 6.218 -4.107 -1.614
C20 5.191 -3.201 -1.428
C21 4.258 -3.381 -0.408
C22 4.377 -4.494 0.425
C23 5.407 -5.401 0.256
C24 3.193 -2.377 -0.162
C25 3.588 -1.099 0.265
C26 4.917 -0.695 0.630
C27 4.809 0.573 1.140
C28 3.435 0.913 1.062
N10 2.709 -0.068 0.537
C29 1.850 -2.778 -0.273
C30 1.403 -4.092 -0.754
C31 0.068 -4.130 -0.702
C32 -0.386 -2.806 -0.200
N11 0.791 -2.040 0.073
H21 6.947 -3.963 -2.400
H22 5.106 -2.336 -2.074
H23 3.666 -4.625 1.232
H24 5.515 -6.243 0.926
H25 5.810 -1.289 0.527
H26 5.593 1.202 1.532
H27 2.982 1.844 1.378
H28 2.057 -4.889 -1.073
H29 -0.590 -4.935 -0.991
H30 -1.097 -2.812 0.633
C33 -3.757 5.275 -0.998
C34 -3.618 3.783 -1.120
C35 -2.441 3.283 -1.848
C36 -2.258 1.993 -2.111
C37 -3.207 0.935 -1.642
C38 -4.397 1.444 -0.775
C39 -4.517 2.932 -0.622
S1 -1.394 -1.917 -1.505
O1 -0.613 -0.849 -2.074
O2 -1.986 -2.852 -2.408
O3 -2.567 -1.303 -0.584
H31 -3.509 5.756 -1.946
H32 -3.069 5.677 -0.250
H33 -4.773 5.555 -0.719
H34 -1.727 4.022 -2.197
H35 -1.403 1.636 -2.675
H36 -5.350 1.040 -1.124
H37 -5.401 3.299 -0.109

Output
Energy = -4538.84457 a.u.
Frontier orbital gap (spin up / spin down) = 6.91 / 6.65 eV
2S+1 = 2
Max |F| = 0.0197 Eh/bohr
HOMO energy (spin up / spin down) = -6.86 / -8.04 eV

---

# C32H54BaN5O6P2SSi3

C32H54BaN5O6P2SSi3 as an isolated structure (ωB97M-V/def2-TZVPD, OMol25).

Element x y z (Å)
Ba1 -0.465 -0.766 0.506
N1 1.087 1.186 2.889
C1 0.170 0.262 3.604
C2 0.247 0.474 5.096
P1 0.814 -1.465 3.297
O1 2.432 -0.926 3.363
O2 0.678 -2.361 4.460
O3 0.641 -1.928 1.896
P2 -1.437 0.869 2.898
O4 -1.264 2.419 3.516
O5 -2.725 0.382 3.417
O6 -1.134 1.024 1.443
H1 2.035 0.784 2.834
H2 1.070 2.118 3.311
H3 0.666 1.273 1.938
H4 1.240 0.224 5.469
H5 -0.469 -0.192 5.574
H6 0.004 1.502 5.369
H7 2.907 -1.722 3.586
H8 -2.078 2.570 3.992
C3 3.658 1.442 0.888
Si1 3.317 1.615 -1.004
C4 5.092 1.970 -1.699
C5 2.400 3.295 -1.198
C6 2.384 0.167 -1.746
Si2 3.357 -1.443 -1.883
C7 2.252 -2.977 -2.165
C8 4.390 -1.798 -0.307
C9 4.610 -1.507 -3.364
Si3 1.505 0.639 -3.331
C10 0.702 -0.730 -4.398
C11 2.618 1.584 -4.608
C12 0.033 1.820 -2.984
C13 -0.302 2.864 -3.847
C14 -1.340 3.722 -3.537
C15 -2.041 3.504 -2.362
C16 -1.675 2.419 -1.579
N2 -0.671 1.609 -1.873
H9 4.717 1.375 1.106
H10 3.202 0.526 1.244
H11 3.268 2.290 1.444
H12 5.550 2.860 -1.269
H13 5.064 2.099 -2.776
H14 5.747 1.129 -1.490
H15 2.890 4.109 -0.668
H16 1.381 3.213 -0.833
H17 2.343 3.575 -2.244
H18 1.354 -2.888 -1.552
H19 2.754 -3.904 -1.904
H20 1.949 -3.055 -3.202
H21 3.716 -1.935 0.531
H22 5.050 -0.972 -0.070
H23 4.998 -2.693 -0.389
H24 4.064 -1.407 -4.297
H25 5.171 -2.437 -3.411
H26 5.326 -0.694 -3.324
H27 1.458 -1.385 -4.818
H28 0.122 -0.323 -5.222
H29 0.040 -1.317 -3.771
H30 3.540 1.034 -4.753
H31 2.893 2.568 -4.247
H32 2.157 1.703 -5.584
H33 0.263 3.002 -4.756
H34 -1.598 4.545 -4.191
H35 -2.848 4.157 -2.062
H36 -2.207 2.200 -0.665
N3 -3.496 -3.756 1.352
C17 -2.836 -4.543 2.297
C18 -2.939 -5.923 2.248
C19 -2.312 -6.710 3.206
C20 -1.567 -6.114 4.205
C21 -1.444 -4.732 4.252
C22 -2.076 -3.946 3.306
S1 -1.986 -2.189 3.370
N4 -2.335 -1.778 1.789
C23 -3.041 -2.502 1.026
C24 -3.344 -2.029 -0.393
C25 -4.412 -2.907 -1.016
C26 -4.217 -3.544 -2.184
C27 -2.952 -3.496 -2.822
C28 -1.952 -2.788 -2.203
N5 -2.047 -2.089 -1.077
H37 -3.917 -4.251 0.571
H38 -3.520 -6.380 1.458
H39 -2.409 -7.786 3.156
H40 -1.079 -6.721 4.955
H41 -0.859 -4.250 5.019
H42 -5.363 -2.956 -0.504
H43 -5.029 -4.123 -2.613
H44 -2.778 -4.033 -3.739
H45 -0.956 -2.772 -2.636
C29 -5.590 -0.705 1.397
C30 -5.255 -0.272 -0.028
C31 -5.536 1.221 -0.192
C32 -3.788 -0.540 -0.360
H46 -6.636 -0.503 1.631
H47 -4.962 -0.161 2.097
H48 -5.408 -1.767 1.544
H49 -5.891 -0.822 -0.731
H50 -4.896 1.780 0.485
H51 -6.576 1.443 0.044
H52 -5.328 1.543 -1.211
H53 -3.174 -0.023 0.369
H54 -3.554 -0.127 -1.346

Output
Energy = -3952.19442 a.u.
Frontier orbital gap = 5.60 eV
Max |F| = 0.1855 Eh/bohr
Energy relative to the best compared isomer or geometry (same formula, charge and spin) = 343.9 kJ/mol
HOMO energy = -3.68 eV
Net charge = -1

---

# C2HCl4NO2

A 2-piece molecular cluster, C2HCl4NO2 overall (ωB97M-V/def2-TZVPD, OMol25).

Element x y z (Å)
C1 -1.195 0.309 0.306
C2 0.082 0.575 -0.393
N1 1.449 -1.336 -0.084
O1 0.967 -2.441 0.118
O2 2.520 -0.850 -0.139
Cl1 -1.023 0.342 2.027
Cl2 -2.402 1.576 -0.056
Cl3 0.019 0.847 -2.097
Cl4 1.197 1.647 0.309
H1 -1.615 -0.669 0.009

Output
Energy = -2122.63998 a.u.
Frontier orbital gap (spin up / spin down) = 8.69 / 7.83 eV
Max |F| = 0.0477 Eh/bohr
Energy relative to the best compared isomer or geometry (same formula, charge and spin) = 131.5 kJ/mol
HOMO energy (spin up / spin down) = -10.11 / -9.32 eV

---

# C5H8N2

One molecule with the formula C5H8N2 (ωB97M-V/def2-TZVPD, OMol25).

Element x y z (Å)
C1 1.527 0.662 -1.728
C2 0.540 0.095 -0.747
C3 -0.436 -0.838 -1.001
N1 -1.155 -1.028 0.154
C4 -0.665 -0.221 1.143
N2 -1.309 -0.228 2.403
C5 0.397 0.480 0.618
H1 2.089 1.485 -1.278
H2 2.251 -0.084 -2.072
H3 1.021 1.059 -2.614
H4 -0.689 -1.366 -1.911
H5 -1.902 -1.687 0.300
H6 -0.646 -0.034 3.144
H7 -2.023 0.494 2.443
H8 1.000 1.210 1.145

Output
Energy = -304.83094 a.u.
Frontier orbital gap = 8.77 eV
Structure (SMILES) = Cc1c[nH]c(N)c1
Max |F| = 0.0044 Eh/bohr
Energy relative to the best compared isomer or geometry (same formula, charge and spin) = 12.0 kJ/mol
HOMO energy = -7.72 eV

---

# C48H58F3N4

An isolated ion of composition C48H58F3N4 and charge +1 (ωB97M-V/def2-TZVPD, OMol25).

Element x y z (Å)
C1 -3.006 -0.807 -2.941
C2 -3.005 -1.700 -1.714
C3 -3.613 -3.075 -2.007
C4 -3.712 -0.986 -0.561
C5 -5.093 -0.805 -0.621
C6 -5.792 -0.342 0.493
C7 -5.120 -0.109 1.698
C8 -3.742 -0.272 1.780
C9 -3.027 -0.109 3.120
C10 -3.883 -0.523 4.322
C11 -2.544 1.326 3.275
C12 -3.035 -0.591 0.607
N1 -1.607 -0.838 0.701
N2 -1.261 -2.020 1.258
N3 0.074 -2.102 1.106
C13 0.764 -3.318 1.506
C14 0.965 -4.342 0.559
C15 0.357 -4.276 -0.843
C16 -0.561 -5.468 -1.110
C17 1.442 -4.156 -1.913
C18 1.734 -5.453 0.908
C19 2.253 -5.583 2.191
C20 1.935 -4.633 3.159
C21 1.141 -3.530 2.849
C22 0.746 -2.558 3.960
C23 1.877 -1.572 4.234
C24 0.315 -3.265 5.254
C25 0.577 -0.904 0.572
C26 1.999 -0.629 0.605
C27 2.398 0.643 1.078
C28 3.717 1.058 0.957
C29 4.671 0.142 0.549
C30 6.071 0.649 0.335
F1 6.959 -0.325 -0.004
F2 6.098 1.578 -0.675
F3 6.573 1.267 1.450
C31 4.353 -1.185 0.312
C32 3.022 -1.582 0.367
C33 -0.495 -0.114 0.283
C34 -0.663 1.260 -0.317
H1 -2.529 0.153 -2.707
H2 -2.450 -1.268 -3.767
H3 -4.034 -0.599 -3.270
H4 -1.965 -1.860 -1.403
H5 -3.593 -3.706 -1.111
H6 -4.653 -2.988 -2.345
H7 -3.035 -3.577 -2.790
H8 -5.614 -1.085 -1.540
H9 -6.871 -0.221 0.452
H10 -5.667 0.166 2.600
H11 -2.163 -0.788 3.090
H12 -4.270 -1.541 4.204
H13 -3.269 -0.499 5.228
H14 -4.728 0.160 4.469
H15 -1.923 1.629 2.424
H16 -3.412 1.997 3.313
H17 -1.964 1.450 4.195
H18 -0.250 -3.363 -0.863
H19 -1.345 -5.525 -0.348
H20 -1.038 -5.359 -2.089
H21 0.000 -6.409 -1.098
H22 2.061 -3.262 -1.747
H23 2.102 -5.036 -1.903
H24 0.980 -4.070 -2.905
H25 1.930 -6.217 0.152
H26 2.886 -6.434 2.443
H27 2.309 -4.747 4.180
H28 -0.121 -2.008 3.569
H29 2.206 -1.087 3.306
H30 1.540 -0.798 4.932
H31 2.742 -2.087 4.673
H32 -0.449 -4.025 5.054
H33 1.164 -3.748 5.752
H34 -0.110 -2.530 5.947
H35 1.652 1.290 1.538
H36 3.986 2.084 1.160
H37 5.132 -1.898 0.064
H38 2.780 -2.633 0.229
H39 -0.757 1.968 0.536
H40 -1.653 1.296 -0.797
C35 0.928 8.509 -2.330
C36 1.622 7.981 -1.073
C37 0.950 6.747 -0.462
N4 0.592 5.707 -1.433
C38 0.539 4.421 -1.003
C39 0.084 3.312 -1.668
C40 0.338 1.850 -1.251
C41 0.623 0.981 -2.501
C42 1.831 0.283 -2.627
C43 2.008 -0.662 -3.640
C44 1.013 -0.829 -4.611
C45 -0.095 0.022 -4.611
C46 -0.269 0.946 -3.569
C47 -0.137 6.180 -2.607
C48 0.526 7.387 -3.290
H41 0.046 9.100 -2.046
H42 1.615 9.188 -2.848
H43 2.666 7.742 -1.309
H44 1.644 8.766 -0.307
H45 1.620 6.294 0.274
H46 0.041 7.086 0.064
H47 0.940 4.278 0.016
H48 -0.463 3.427 -2.603
H49 1.285 1.844 -0.690
H50 2.651 0.492 -1.939
H51 2.909 -1.278 -3.654
H52 1.097 -1.621 -5.363
H53 -0.846 -0.054 -5.405
H54 -1.110 1.641 -3.616
H55 -0.238 5.357 -3.319
H56 -1.157 6.494 -2.313
H57 -0.166 7.787 -4.043
H58 1.418 7.045 -3.830

Output
Energy = -2382.27777 a.u.
Frontier orbital gap = 6.53 eV
Max |F| = 0.0513 Eh/bohr
Energy relative to the best compared isomer or geometry (same formula, charge and spin) = 0.0 kJ/mol
HOMO energy = -9.64 eV
Net charge = +1

---

# C8H18SSi

One molecule with the formula C8H18SSi (ωB97M-V/def2-TZVPD, OMol25).

Element x y z (Å)
C1 -0.602 1.539 -0.981
C2 -0.004 2.099 0.272
C3 3.021 -1.431 -1.576
C4 0.220 -1.668 0.866
C5 -3.250 1.211 2.819
C6 2.357 -0.118 -1.335
C7 -0.155 -1.571 -0.656
C8 -2.463 1.560 1.588
Si1 0.441 -0.026 -1.557
S1 -0.838 1.991 1.765
H1 -0.481 2.262 -1.703
H2 -1.653 1.310 -1.073
H3 0.883 2.703 0.219
H4 4.041 -1.243 -1.348
H5 2.906 -2.164 -0.857
H6 2.798 -2.038 -2.493
H7 -0.217 -2.485 1.412
H8 1.280 -1.798 0.919
H9 0.018 -0.801 1.282
H10 -4.236 1.509 2.433
H11 -3.235 0.132 2.993
H12 -2.833 1.734 3.630
H13 2.918 0.515 -2.097
H14 2.684 0.141 -0.292
H15 -1.335 -1.717 -0.772
H16 0.341 -2.409 -1.092
H17 -2.746 1.082 0.625
H18 0.139 -0.318 -2.990

Output
Energy = -1003.14851 a.u.
Frontier orbital gap (spin up / spin down) = 7.51 / 7.55 eV
Max |F| = 0.0962 Eh/bohr
Energy relative to the best compared isomer or geometry (same formula, charge and spin) = 291.9 kJ/mol
HOMO energy (spin up / spin down) = -7.06 / -7.01 eV

---

Question: Number 1 is which compound?
Answer: C39H37BN11O3SZn

---

Question: Which of these has the lowest energy?
Answer: C39H37BN11O3SZn